The following is a DFT calculation (the ωB97M-V functional and the def2-TZVPD basis) of a structure of composition C7H18ClINdO2PS at a distorted geometry.

```
32
Properties=species:S:1:pos:R:3:forces:R:3:mulliken_charge:R:1
C -0.73844 -3.42356 -1.53694 1.2713 -1.9422 -1.2874 -1.03
I 1.76187 -2.88077 -1.42285 -1.9064 -1.0618 -0.5061 0.23
H -1.63586 -2.93418 -1.08546 0.6182 0.3325 0.0551 0.36
H -0.67600 -4.46493 -1.20719 0.1004 0.3155 0.0675 0.45
H -0.82804 -3.41301 -2.62355 0.0678 0.2087 0.1489 0.45
Nd -0.35433 -1.30803 -0.04407 -0.9437 2.8068 1.4932 1.14
P -0.18614 1.05821 -1.86886 -1.2305 1.0031 -1.2673 0.64
C 1.23351 1.69251 -2.81989 0.5555 -0.3327 0.1368 -1.21
C -1.35489 0.69347 -3.23930 0.0045 -0.3542 0.1862 -1.16
H -1.78042 2.42660 -0.66629 0.1214 0.1835 -0.1172 0.35
H -1.18347 3.27405 -2.12607 0.1512 -0.2233 0.1766 0.41
H -0.15486 3.17125 -0.66388 -0.1861 -0.0164 -0.0671 0.37
C -0.89464 2.64281 -1.27517 -0.0680 -0.2620 0.5281 -1.20
H -2.32467 0.40623 -2.81701 0.1634 0.0988 -0.1913 0.37
H -1.46359 1.58495 -3.86869 0.0184 -0.2358 0.1105 0.41
H 0.88249 2.30474 -3.66650 0.1018 -0.2356 0.3856 0.39
H 1.81959 0.84370 -3.19931 -0.0294 0.3230 -0.0713 0.35
H -0.96610 -0.13684 -3.84147 -0.1357 0.1688 -0.0032 0.35
H 1.87657 2.30090 -2.16803 -0.1071 -0.1259 -0.2681 0.41
C 1.92516 0.17031 -0.14427 3.5488 0.9368 1.7139 0.01
O 2.94224 0.62103 0.13971 -3.0292 -1.0485 -1.1336 -0.07
Cl -2.87157 -0.75181 -0.26161 0.8627 -0.3629 0.0294 -0.42
C 0.10395 0.92379 4.09202 -0.0185 0.0828 -0.1736 -0.99
S 1.08480 -0.28296 3.20477 -0.5563 -0.3216 0.2826 0.50
C 0.99006 -1.61788 4.39638 0.0025 0.1875 0.0595 -0.97
O 0.09926 -0.77993 2.10198 0.2458 0.0099 -0.4118 -0.38
H 0.63107 1.17935 5.01877 -0.1047 -0.0520 -0.1736 0.43
H -0.87475 0.46868 4.28743 0.2365 0.1725 0.0072 0.38
H 0.00844 1.80959 3.45521 0.0262 -0.1609 0.1878 0.34
H 0.00825 -1.56036 4.87882 0.2565 -0.1824 -0.0621 0.35
H 1.11935 -2.56402 3.86075 0.0872 0.2498 0.1455 0.35
H 1.80119 -1.45391 5.11055 -0.1243 -0.1617 0.0195 0.42
```
Forces are in eV/Å.

The molar mass is 503.857 g/mol. As for the frontier orbital gap (alpha / beta): 0.24510 / 0.24269 hartree. As for the spin multiplicity: 4. The lowest unoccupied orbital energy (alpha / beta) is -9.33 / -9.38 eV. The energy above the lowest of the compared OMol25 structures with the same formula, charge and spin comes out at 0.0 kcal per mole. As for the charge: +2.


The following is a DFT calculation (the ωB97M-V functional and the def2-TZVPD basis) of a cluster of 2 separate species, C7H18ClOS in total.

```
28
Properties=species:S:1:pos:R:3:forces:R:3:nbo_charge:R:1
C 1.65287 -2.66678 -0.96981 0.0703 -0.0218 0.0716 -0.61
C 0.69667 -1.96874 -1.93397 -0.0892 -0.1055 0.0644 -0.24
C 0.48346 -0.50842 -1.56017 -0.0220 0.0873 -0.0972 -0.65
C -0.60711 -2.80170 -2.05717 0.0301 -0.0201 0.0624 -0.54
S -2.10422 -2.15687 -1.27182 0.0845 0.0357 0.0691 0.69
Cl -1.77368 -2.32792 0.68504 0.0138 0.0091 -0.0516 -0.01
H 1.94229 -3.65183 -1.33868 -0.0338 0.0034 0.0026 0.22
H 1.20218 -2.79508 0.01698 0.0067 0.0565 -0.0115 0.21
H 2.56275 -2.08073 -0.84395 -0.0178 -0.0054 -0.0303 0.24
H 1.12449 -1.99657 -2.93887 0.0465 -0.0146 0.0357 0.24
H 0.05374 -0.37832 -0.56337 0.0200 0.0173 0.0369 0.23
H 1.44067 0.00831 -1.51196 0.0170 -0.0388 -0.0395 0.27
H -0.11398 0.03538 -2.30094 -0.0163 -0.0353 0.0250 0.21
H -0.51778 -3.79160 -1.60044 0.0342 -0.0185 -0.1159 0.27
H -0.93968 -2.95397 -3.08892 -0.0469 0.1072 0.0115 0.27
H -1.80044 -0.84026 -1.36921 -0.0552 -0.0150 -0.0412 0.19
C 0.37490 3.70936 1.79523 0.0028 -0.0084 0.0191 -0.63
C -0.33471 2.43874 1.36864 0.0040 0.0168 -0.0806 0.10
C -1.29696 1.92876 2.42651 0.0113 0.0037 0.0226 -0.63
O 0.61375 1.42119 1.01019 -0.0903 -0.0940 0.0525 -0.74
H 0.95120 3.53348 2.70783 0.0000 0.0072 -0.0020 0.20
H 1.05505 4.05087 1.01635 0.0038 -0.0016 0.0028 0.22
H -0.34260 4.50321 2.00417 0.0018 0.0006 -0.0046 0.22
H -0.88070 2.62625 0.43997 -0.0048 0.0143 0.0200 0.17
H -0.76109 1.70698 3.35317 -0.0069 -0.0023 -0.0028 0.21
H -1.79705 1.01815 2.09242 0.0035 -0.0042 0.0008 0.20
H -2.05804 2.67568 2.65396 -0.0026 -0.0023 -0.0057 0.22
H 1.17404 1.26241 1.77881 0.0353 0.0287 -0.0143 0.47
```
Forces are in eV/Å.

The molar mass is 185.740 g/mol. As for the frontier orbital gap: 0.29100 hartree. As for the spin multiplicity: 1. The lowest unoccupied orbital energy is -5.16 eV. The energy above the lowest of the compared OMol25 structures with the same formula, charge and spin comes out at 0.0 kcal per mole. As for the charge: +1.


The following is a DFT calculation (the ωB97M-V functional and the def2-TZVPD basis) of a structure of composition C7H18CoFI2OP2 at a distorted geometry.

```
32
Properties=species:S:1:pos:R:3:forces:R:3:nbo_charge:R:1
I 0.71340 -0.92701 -1.93890 5.2965 -4.4888 0.1114 0.10
I -1.21841 0.64321 -1.97121 -5.4807 4.1801 0.2987 0.00
Co -1.28884 -0.71872 0.97090 1.3103 1.8392 0.0509 0.65
P 2.33048 2.84803 -0.19262 -0.5820 -0.9479 -0.2459 1.96
C 4.04604 2.50653 0.06754 0.1303 0.4511 -0.2980 -1.03
C 1.84822 2.60540 -1.90490 0.0165 -0.2084 -0.0284 -1.04
H 2.38162 3.33430 -2.54721 -0.3040 -0.2922 0.3437 0.30
H 2.21378 5.22021 -0.09407 0.0800 0.0846 -0.0743 0.30
H 0.75116 2.71171 -2.00922 0.6430 0.2157 0.0524 0.28
H 0.65752 4.44991 0.35606 0.4940 -0.0611 -0.1619 0.30
H 4.24180 1.44854 -0.06766 -0.0209 -0.2042 -0.1406 0.30
H 2.10785 1.57566 -2.22818 0.0500 0.6542 0.2047 0.28
C 1.75908 4.38871 0.43886 -0.5269 0.0810 0.8399 -1.04
H 4.65562 3.08932 -0.64433 -0.2289 -0.1890 0.2271 0.30
H 1.99894 4.45675 1.51614 0.0598 0.0150 -0.4634 0.30
H 4.31860 2.78545 1.07556 0.1188 0.1063 0.3258 0.29
P -2.12632 -2.51968 0.37396 -1.6510 -1.8428 -0.9108 0.79
C -1.62057 -4.08761 1.11082 0.1280 -0.0756 0.1113 -0.95
C -3.75131 -2.09616 1.11846 0.2144 -0.1663 -0.2709 -0.96
H -2.83136 -2.00566 -1.87591 -0.1958 -0.1751 0.1055 0.24
H -3.25599 -3.69498 -1.40809 0.4034 0.1967 -0.2471 0.26
H -1.54851 -3.19378 -1.85051 -0.2482 -0.3321 0.0152 0.25
C -2.48605 -2.90868 -1.36500 -0.1128 0.0499 0.1787 -0.94
H -4.08025 -1.14656 0.67526 -0.2156 -0.2925 0.0470 0.24
H -4.47354 -2.89637 0.91859 -0.0539 0.2964 0.2274 0.27
H -2.43879 -4.82104 1.08341 0.3157 0.1451 -0.0599 0.27
H -1.30726 -3.92941 2.14677 -0.1395 -0.0607 -0.0698 0.25
H -3.61041 -1.93876 2.19258 -0.2294 -0.1769 -0.0439 0.25
H -0.74602 -4.44928 0.56025 -0.1920 -0.1427 0.0522 0.26
C 0.12295 -1.18626 2.09271 4.1585 0.6932 3.0306 0.41
O 1.08145 -1.27909 2.74983 -3.6965 -0.1210 -2.5676 -0.39
F 1.55511 1.73534 0.65007 0.4589 0.7689 -0.6400 -0.53
```
Forces are in eV/Å.

The molar mass is 511.907 g/mol. As for the frontier orbital gap (alpha / beta): 0.23606 / 0.20685 hartree. As for the spin multiplicity: 5. The lowest unoccupied orbital energy (alpha / beta) is -6.55 / -9.82 eV. The energy above the lowest of the compared OMol25 structures with the same formula, charge and spin comes out at 33.7 kcal per mole. As for the charge: +2.


The following is a DFT calculation (the ωB97M-V functional and the def2-TZVPD basis) of a structure of composition C7H18FI2OP2Tc at a distorted geometry.

```
32
Properties=species:S:1:pos:R:3:forces:R:3:nbo_charge:R:1
I 2.74260 0.27519 -0.72602 -0.4497 -0.1794 0.3784 0.44
I -1.09105 -1.23241 2.36095 0.2141 0.2239 -0.4235 0.45
Tc -0.44636 0.07518 -0.09185 -4.4752 -0.1534 0.0727 0.25
P 0.08498 1.92324 1.13101 1.3676 3.7157 2.2449 1.24
C 1.52129 1.96377 2.23982 0.1108 -0.8011 -0.2849 -0.94
C 0.23530 3.48239 0.17719 -0.1441 -0.7585 -0.5601 -0.95
H 0.15018 4.32650 0.87841 0.0091 -0.2915 -0.1489 0.31
H -1.25621 3.26941 2.64652 0.1456 -0.1814 -0.1727 0.32
H -0.55808 3.53371 -0.58639 0.2561 0.2130 0.2853 0.28
H -2.26503 2.08507 1.73793 0.0312 0.2299 0.2049 0.29
H 2.42904 1.79302 1.63796 -0.1292 0.2656 0.5038 0.25
H 1.21693 3.49812 -0.31069 -0.1592 0.1639 0.0091 0.27
C -1.31645 2.24016 2.26723 -0.5118 -0.9979 -0.4651 -0.93
H 1.55697 2.93364 2.75408 -0.0197 -0.1374 -0.2362 0.31
H -1.26714 1.52269 3.09831 -0.0096 0.3068 -0.0119 0.25
H 1.42522 1.16246 2.98387 0.1897 0.1686 -0.1039 0.28
P -0.08456 -2.00395 -0.99801 1.0506 -3.6386 -1.7285 1.25
C 1.30368 -3.04234 -0.47241 0.2249 0.6247 0.5042 -0.94
C -1.54066 -3.02392 -0.59085 -0.4642 0.9084 0.5725 -0.94
H -0.76027 -1.39588 -3.25847 0.1620 -0.3139 -0.0443 0.28
H -0.16299 -3.09283 -3.14627 0.0238 0.1870 0.1418 0.31
H 0.99481 -1.72280 -3.13829 -0.0775 -0.0619 -0.1275 0.27
C 0.00269 -2.05696 -2.82217 -0.1018 0.8866 0.2749 -0.95
H -2.45658 -2.43767 -0.71588 -0.0548 -0.2313 -0.0934 0.29
H -1.56642 -3.90278 -1.24506 0.1638 0.1548 -0.0082 0.32
H 1.26508 -3.99936 -1.00853 -0.0225 0.2381 -0.0138 0.31
H 1.23372 -3.22764 0.60665 0.1623 -0.0189 -0.1886 0.28
H -1.47832 -3.33731 0.45771 -0.0071 -0.1622 -0.1699 0.26
H 2.24331 -2.50852 -0.68550 -0.1521 -0.5160 0.0505 0.25
C -0.04119 0.95867 -1.76245 1.0109 3.0190 -5.6573 0.61
O 0.12179 1.49760 -2.77619 -0.7488 -2.1473 4.0421 -0.31
F -2.23629 0.44353 -0.64262 2.4048 -0.7150 1.1533 -0.40
```
Forces are in eV/Å.

The molar mass is 550.974 g/mol. As for the frontier orbital gap (alpha / beta): 0.25847 / 0.24068 hartree. As for the spin multiplicity: 4. The lowest unoccupied orbital energy (alpha / beta) is -14.26 / -14.77 eV. As for the charge: +3.


The following is a DFT calculation (the ωB97M-V functional and the def2-TZVPD basis) of a structure of composition C7H18GaIO8S4 at a distorted geometry.

```
39
Properties=species:S:1:pos:R:3:forces:R:3:nbo_charge:R:1
O 2.03832 4.29259 0.24818 -2.2565 0.1200 -4.9553 -0.80
C 1.67036 4.27554 -1.05504 7.0929 -1.7708 1.0000 0.35
O 2.72217 3.90697 -2.02137 -5.4245 1.7785 3.8015 -0.87
Ga -0.29646 4.72286 -1.50696 0.9962 -0.4850 0.8149 0.95
S -0.77690 6.79103 -0.51208 -1.6102 -0.2650 0.4596 -0.67
S -1.74945 3.11117 -0.62816 0.1999 -0.9084 0.0139 -0.70
I -0.81785 5.01133 -4.05345 -0.1312 0.0194 -0.2755 -0.53
H -2.12123 6.61723 -0.09359 1.5597 0.0354 -0.6131 0.12
H -1.08492 1.87454 -0.65887 -0.3629 1.5245 -0.1451 0.16
O -2.99143 -0.15541 -0.92278 -0.4329 -1.4999 0.8605 -0.88
S -3.60890 -1.27495 -0.24498 0.4928 0.6492 -0.2103 2.34
O -3.17869 -1.71468 1.06746 -0.2274 0.3459 -1.0921 -0.93
O -3.62381 -2.55945 -1.24931 -0.7318 0.5757 0.5211 -0.73
C -2.38688 -3.01503 -1.78559 1.0052 -0.2549 -0.1919 -0.08
C -1.55893 -3.73839 -0.73875 0.1491 0.0705 0.3728 -0.64
C -5.36136 -1.00376 -0.18271 -0.1546 -0.1899 -0.1133 -0.88
H -1.82782 -2.18372 -2.22821 -0.1493 0.0367 0.1469 0.21
H -2.62322 -3.71293 -2.59579 -0.3197 0.2338 0.1304 0.18
H -1.24861 -3.05868 0.05988 -0.0183 -0.0527 -0.1535 0.24
H -0.65537 -4.16489 -1.18307 -0.1197 0.0313 -0.0819 0.21
H -2.14109 -4.53981 -0.27290 0.0469 0.0404 -0.1244 0.20
H -5.71333 -0.70220 -1.17070 0.1361 -0.0438 0.1293 0.25
H -5.54792 -0.20673 0.54122 0.2438 -0.0903 -0.1210 0.26
H -5.85104 -1.92239 0.14553 0.1117 0.0914 -0.0490 0.24
O 3.89515 -1.19274 -0.48400 -0.8039 -0.0189 0.7704 -0.92
S 2.95530 -1.24583 0.61506 -0.2740 1.1020 0.3466 2.35
O 1.62211 -0.68543 0.51767 1.4556 -0.7851 -0.1868 -0.90
O 3.67415 -0.65838 1.95558 -0.5633 -1.7025 -0.7603 -0.73
C 4.20956 0.65952 1.91550 0.1221 1.6290 -0.0858 -0.08
C 3.11169 1.70759 1.94456 -0.1635 -0.0567 -0.2087 -0.64
C 2.80160 -2.93102 1.14894 0.1117 -0.1201 0.2101 -0.88
H 4.85672 0.78746 1.04123 -0.1568 -0.1513 -0.0078 0.20
H 4.83897 0.77994 2.80358 -0.0643 -0.4701 -0.0430 0.17
H 2.49613 1.66152 1.04175 0.1779 0.2887 0.1130 0.27
H 3.53515 2.71376 2.00808 -0.1092 -0.1195 -0.1648 0.25
H 2.44595 1.54509 2.79815 0.1374 -0.0091 0.0064 0.19
H 3.79688 -3.36454 1.26037 -0.1193 0.1114 -0.0054 0.24
H 2.24075 -3.47167 0.38260 0.0769 0.2356 0.0321 0.24
H 2.25423 -2.95554 2.09297 0.0773 0.0749 -0.1405 0.25
```
Forces are in eV/Å.

The molar mass is 555.108 g/mol. As for the frontier orbital gap: 0.14687 hartree. As for the spin multiplicity: 1. The lowest unoccupied orbital energy is 3.48 eV. As for the charge: -2.


The following is a DFT calculation (the ωB97M-V functional and the def2-TZVPD basis) of a cluster of 2 separate species, C7H18N in total.

```
26
Properties=species:S:1:pos:R:3:forces:R:3:nbo_charge:R:1
C 0.76663 2.88701 0.41114 0.0951 -0.2433 0.2946 -0.15
C 0.79626 2.01911 -0.59573 -0.7991 -0.1320 -0.3158 -0.26
C 1.84210 0.99494 -0.89448 0.5565 -0.0790 0.6819 -0.65
C -0.23863 3.98355 0.58204 -0.2464 -0.2340 -0.0442 -0.65
H 1.52331 2.81130 1.18994 0.2004 0.1339 -0.1689 0.20
H -0.02883 2.05495 -1.31186 0.1432 0.2389 -0.1168 0.19
H 1.47108 -0.02661 -1.05692 -0.1377 0.0655 -0.2224 0.17
H 2.40736 1.25532 -1.78886 -0.0530 -0.0366 -0.0724 0.26
H 2.55352 0.92122 -0.06626 0.0527 0.0687 -0.1024 0.23
H -1.13613 3.80724 -0.01311 0.0460 0.0134 -0.0766 0.21
H 0.17773 4.93780 0.26711 0.1024 0.0930 0.0147 0.24
H -0.54410 4.09117 1.62169 0.0496 0.0116 0.0549 0.23
C -1.30873 -1.77760 -0.02886 0.7313 -0.1691 0.1005 -0.22
C -0.33014 -2.86721 0.37150 0.5321 -0.3539 0.2127 -0.43
C -0.46851 -4.14123 -0.44652 0.0051 -0.5182 -0.0774 -0.61
N -0.82365 -0.47844 0.56880 0.2360 0.0023 -0.4485 -0.68
H -1.27136 -1.66096 -1.10966 -0.3387 0.1760 -0.0152 0.23
H -2.31084 -1.96309 0.33576 -0.1891 0.0088 -0.1198 0.23
H -0.41445 -3.10148 1.43687 -0.2265 0.0358 -0.0092 0.22
H 0.70701 -2.52768 0.25468 -0.1281 0.2732 -0.1282 0.21
H -1.45344 -4.59497 -0.35365 -0.1306 0.1038 -0.0763 0.22
H -0.22945 -4.01314 -1.50257 -0.2094 0.2968 -0.0277 0.22
H 0.23740 -4.89978 -0.10980 0.0303 0.1078 0.2355 0.24
H -0.65533 -0.55848 1.56726 -0.0326 -0.0427 0.2380 0.44
H 0.06882 -0.22125 0.12831 -0.0018 0.0631 0.1842 0.46
H -1.43156 0.31895 0.40762 -0.2876 0.1162 0.0050 0.45
```
Forces are in eV/Å.

The molar mass is 116.228 g/mol. As for the frontier orbital gap: 0.35621 hartree. As for the spin multiplicity: 1. The lowest unoccupied orbital energy is -3.23 eV. The energy above the lowest of the compared OMol25 structures with the same formula, charge and spin comes out at 13.2 kcal per mole. As for the charge: +1.


What is the formula in the sixth record?
C7H18N


spin multiplicity of number 6 (C7H18N)?
1